1.
The following is a DFT calculation (ωB97M-V/def2-TZVPD) of a 2-piece molecular cluster, C7H15NO overall in a non-equilibrium geometry.

Structure (XYZ):
```
24
Properties=species:S:1:pos:R:3:forces:R:3
C 2.10197 0.74797 -0.03231 -1.8 0.2 -0.4
C 2.32549 0.31989 -1.48411 0.2 0.1 0.3
O 2.48294 -0.17380 0.89348 -1.4 -2.1 1.2
H 1.53215 -0.77101 1.22165 2.4 1.7 -0.5
H 2.57224 1.71844 0.17314 -0.1 0.0 0.0
H 0.95204 0.88283 0.08078 1.3 0.5 -0.4
H 3.38485 0.13659 -1.65812 0.1 0.0 -0.1
H 1.78598 -0.60533 -1.68614 0.0 -0.1 0.0
H 1.97367 1.08736 -2.17392 0.0 0.0 -0.1
C -0.77896 0.89101 1.95390 0.5 0.4 -0.4
C -1.38263 -1.41335 -1.17423 0.1 0.1 -0.1
C -0.59568 -0.17837 0.91194 -0.7 -1.6 1.6
C -1.56500 -0.27679 -0.20458 0.1 0.0 -0.5
C -2.57645 0.58214 -0.33772 0.1 -0.1 0.2
N 0.16865 -1.17197 1.27506 -0.4 0.7 -0.6
H 0.15090 -1.97273 0.65216 -0.2 0.1 -0.3
H -1.69161 0.70537 2.52102 0.0 -0.1 0.0
H 0.07241 0.87405 2.63082 0.0 0.0 0.0
H -0.84336 1.87697 1.49810 -0.1 0.1 0.1
H -0.37983 -1.40250 -1.60475 0.0 -0.1 0.0
H -1.53568 -2.37785 -0.68504 0.0 0.0 0.0
H -2.10071 -1.34161 -1.98842 0.0 0.0 0.0
H -2.78881 1.35412 0.38359 0.2 0.2 0.0
H -3.26459 0.50857 -1.16629 -0.1 -0.1 -0.1
```
Forces are in eV/Å.

* SMILES: [H]/N=C(/C)C(=C)C.CCO
* strongest force on any atom: 3.04 eV Å⁻¹
* ΔE to the lowest compared entry with this formula, charge and spin: 2.538 eV
* total energy: -405.64402 hartree
* multiplicity: 1

***

2.
The following is a DFT calculation (ωB97M-V/def2-TZVPD) of C17H12BrClLiO2 as an isolated structure in a non-equilibrium geometry.

Structure (XYZ):
```
34
Properties=species:S:1:pos:R:3:forces:R:3
C 1.49847 2.15829 -0.36386 0.0 0.1 0.3
C 0.32215 2.82498 -1.02242 0.1 -0.2 -0.1
Cl -0.69053 3.65611 0.28948 -0.1 0.0 0.1
C -0.52635 1.96452 -1.97772 -0.2 0.1 0.0
C -0.21698 0.49121 -2.03656 0.0 -0.3 0.0
C 0.47961 -0.01661 -3.12729 0.0 -0.1 0.0
C 0.81048 -1.36044 -3.21585 0.0 0.0 0.0
C 0.48609 -2.24068 -2.19653 -0.2 0.0 0.1
C -0.18391 -1.76438 -1.08393 0.0 0.3 -0.1
C -0.56018 -0.41126 -1.02660 0.0 0.0 -0.2
C -1.24957 0.01845 0.19357 0.1 -0.3 0.0
O -2.11220 0.87837 0.28109 0.1 0.7 0.1
C -0.75827 -0.64767 1.40768 0.0 -0.1 0.1
C -0.66937 0.13016 2.53555 -0.3 -0.2 -0.4
C -0.24647 -0.38710 3.73715 0.2 -0.1 -0.1
C 0.10794 -1.73892 3.74291 0.0 0.0 0.1
Br 0.72093 -2.49565 5.34731 0.0 0.0 0.1
C 0.04827 -2.53593 2.60310 -0.2 0.0 -0.2
C -0.38676 -1.97631 1.40988 0.2 0.1 0.1
C -0.47548 -2.66525 0.08307 -0.1 0.0 0.1
O -0.78319 -3.82036 -0.02766 0.3 -0.2 -0.1
H 2.12485 1.69236 -1.11913 0.1 -0.1 -0.1
H 2.09381 2.89215 0.16856 0.1 0.1 0.1
H 1.19182 1.40057 0.35263 0.0 -0.2 0.0
H 0.67171 3.68526 -1.57742 0.0 0.2 0.0
H -1.57993 2.11666 -1.77496 -0.1 0.0 0.0
H -0.34686 2.36333 -2.97176 0.0 0.1 -0.1
H 0.77066 0.65111 -3.92371 0.0 0.1 -0.1
H 1.34554 -1.72270 -4.07880 0.1 0.0 -0.1
H 0.75998 -3.28175 -2.25049 0.0 -0.1 0.0
H -0.93396 1.12881 2.23032 0.8 -0.1 1.1
H -0.15305 0.20778 4.62964 0.0 0.0 0.1
H 0.33217 -3.57515 2.63444 0.0 -0.1 0.1
Li -1.89140 2.38008 2.12831 -0.6 0.4 -0.9
```
Forces are in eV/Å.

* strongest force on any atom: 1.36 eV Å⁻¹
* ΔE to the lowest compared entry with this formula, charge and spin: 0.000 eV
* total energy: -3847.04832 hartree
* multiplicity: 1
* total charge: +1

***

3.
The following is a DFT calculation (ωB97M-V/def2-TZVPD) of C31H41F6N8OY as an isolated structure in a non-equilibrium geometry.

Structure (XYZ):
```
88
Properties=species:S:1:pos:R:3:forces:R:3
Y -0.17759 -1.28817 -0.13528 -1.0 -0.4 0.4
C -3.38151 -1.10450 0.72944 0.0 0.1 0.0
C -3.19505 -2.60222 0.55867 0.0 -0.1 0.0
N -2.13694 -2.91171 -0.40562 0.1 0.1 0.0
C -1.57493 -4.26003 -0.22664 -0.1 -0.1 0.2
C -0.77806 -4.27804 1.04928 0.1 0.2 -0.1
C -0.63414 -5.37697 1.84019 -0.2 -0.1 0.0
C 0.16516 -5.32805 3.00268 0.0 0.1 -0.1
C 0.75489 -4.08390 3.30406 0.0 0.1 0.2
C 0.59241 -3.00836 2.47966 0.1 0.0 -0.2
C 1.31592 -1.71089 2.71816 -0.1 0.0 0.1
N 0.56976 -0.52246 2.21521 0.0 0.0 -0.1
C -0.55817 -0.09849 3.06269 0.0 0.0 0.0
C -1.86907 -0.74710 2.65387 0.0 0.0 -0.1
N -2.15962 -0.44945 1.23990 0.1 0.0 -0.1
N -0.14623 -3.06669 1.30229 0.2 -0.2 0.1
H -4.23038 -0.92011 1.39934 0.0 0.0 0.0
H -3.61398 -0.64736 -0.23541 0.0 0.0 0.0
H -4.15179 -3.05021 0.26529 0.0 0.0 0.0
H -2.91544 -3.06634 1.50586 0.0 0.0 0.0
H -2.46637 -2.77203 -1.35439 0.0 0.0 0.0
H -0.94179 -4.45124 -1.10209 0.1 0.0 0.0
H -2.34184 -5.04266 -0.18185 0.0 0.0 -0.1
H -1.15463 -6.28743 1.56506 0.0 0.0 0.0
H 0.29178 -6.18659 3.64268 0.0 0.0 0.0
H 1.35190 -3.96190 4.20106 0.0 0.0 0.0
H 2.27023 -1.69939 2.18608 0.0 -0.1 0.0
H 1.50837 -1.61457 3.79280 0.1 0.1 0.0
H 1.23837 0.24052 2.17561 0.0 0.0 0.0
H -0.64824 0.98702 2.97111 0.0 0.0 0.0
H -0.35956 -0.31338 4.11873 0.0 0.0 0.0
H -2.67614 -0.39243 3.30695 0.0 0.0 0.0
H -1.79295 -1.82680 2.76381 0.0 0.0 0.0
H -2.27847 0.55518 1.13537 0.0 0.0 0.0
C -0.02238 -2.03131 -3.73230 0.1 0.0 -0.1
C -0.91694 -0.84412 -3.36423 -0.1 -0.1 0.1
O -1.12146 -0.76069 -2.01587 0.4 0.3 0.0
C -0.24554 0.44621 -3.88129 0.0 0.1 -0.1
F -1.05670 1.51834 -3.81788 0.0 0.0 0.0
F 0.17049 0.34387 -5.15237 0.0 0.0 0.0
F 0.83582 0.72732 -3.13198 0.0 0.0 0.0
C -2.30483 -1.01485 -4.01760 0.0 -0.1 -0.1
F -3.18603 -0.09367 -3.61222 0.0 0.0 0.0
F -2.81557 -2.22000 -3.66261 0.0 0.1 0.0
F -2.26876 -0.98337 -5.35843 0.0 0.0 0.0
H 0.98249 -1.86225 -3.34073 0.0 0.0 0.0
H 0.04950 -2.20102 -4.80625 0.0 0.0 0.0
H -0.42970 -2.92787 -3.26573 0.0 0.0 0.0
N 4.74693 0.46906 -1.89352 0.0 0.0 0.0
C 3.92118 -0.61648 -1.58971 0.0 0.1 0.0
C 2.85198 -0.46670 -0.72710 0.1 -0.1 -0.1
N 2.00276 -1.52956 -0.44203 0.5 0.0 -0.2
C 2.42723 -2.74781 -0.93949 0.1 0.1 0.0
C 3.51251 -2.84426 -1.75198 0.0 -0.1 0.0
N 4.27256 -1.78146 -2.15066 0.0 0.0 0.0
H 4.26683 1.34843 -2.00506 0.0 0.0 0.0
H 5.33187 0.25416 -2.68847 0.0 0.0 0.0
H 2.63287 0.48927 -0.26263 0.0 0.0 0.0
H 1.86460 -3.62568 -0.63813 0.0 0.0 0.0
H 3.81356 -3.81748 -2.12214 0.0 0.0 0.0
C 0.09642 2.30607 -0.22802 0.2 -0.1 0.1
C 0.70612 3.00693 0.96332 0.0 0.0 0.0
C 2.08587 3.18514 1.03013 0.0 0.0 0.0
C 2.68273 3.75868 2.14205 -0.1 0.0 -0.1
C 1.88686 4.17097 3.20498 0.0 0.1 0.2
C 0.50255 4.01617 3.15122 0.0 -0.1 -0.1
C -0.07491 3.43656 2.03586 0.0 0.0 0.0
C 2.48663 4.76477 4.37357 0.0 0.0 -0.1
N 2.96142 5.22901 5.31112 0.0 0.0 0.0
H -0.02552 1.25592 0.08341 -0.1 0.1 0.0
H 0.83007 2.25846 -1.03354 0.0 0.0 0.0
H 2.70482 2.87174 0.19783 0.0 0.0 0.0
H 3.75518 3.88831 2.18489 0.0 0.0 0.0
H -0.10846 4.35209 3.97774 0.0 0.0 0.0
H -1.15290 3.33811 1.99497 0.0 0.0 0.0
C -0.00950 4.39445 -2.32973 0.1 0.0 0.0
C -1.21605 4.20383 -1.41570 0.0 0.0 0.0
C -1.30454 5.34909 -0.41051 0.0 0.1 0.0
C -1.24077 2.81129 -0.76049 0.0 0.0 0.1
H -0.09970 5.32604 -2.88981 0.0 0.0 0.0
H 0.09676 3.57963 -3.04596 0.0 0.0 0.0
H 0.91703 4.46005 -1.75202 0.0 0.0 0.0
H -2.11442 4.24993 -2.03992 0.0 0.0 0.0
H -0.40649 5.41853 0.20642 0.0 0.0 0.0
H -2.16263 5.23329 0.25540 0.0 0.0 0.0
H -1.41264 6.30283 -0.92934 0.0 0.0 0.0
H -1.58447 2.07791 -1.49190 0.0 0.0 0.0
H -1.99062 2.81282 0.03982 0.0 0.0 0.0
```
Forces are in eV/Å.

* strongest force on any atom: 1.19 eV Å⁻¹
* ΔE to the lowest compared entry with this formula, charge and spin: 0.689 eV
* total energy: -2356.82666 hartree
* multiplicity: 1

***

4.
The following is a DFT calculation (ωB97M-V/def2-TZVPD) of the molecule C12H18 in a non-equilibrium geometry.

Structure (XYZ):
```
30
Properties=species:S:1:pos:R:3:forces:R:3
C -0.42098 -2.80456 -0.31155 -0.1 0.7 0.1
C -0.58576 -1.53058 -0.15511 0.8 -6.0 -1.2
C 0.45650 0.58828 0.35343 -7.4 -0.8 -0.1
C 1.74368 0.37207 0.17875 3.8 -1.5 -0.5
C -0.74591 -0.24936 0.05066 3.0 8.1 1.7
C 3.75423 0.69945 -1.19809 0.0 0.1 -0.2
C 3.88406 -0.42446 1.08545 0.0 0.0 0.2
C -2.10689 1.89700 -0.10160 0.1 -0.2 0.0
C -2.84905 0.00455 1.34407 0.0 0.0 0.0
C -2.91800 -0.20695 -1.15152 0.1 0.0 0.1
C 3.02423 0.21360 0.02783 -0.4 0.0 0.1
C -2.13729 0.37351 0.03623 0.0 0.0 0.2
H -0.25131 -3.24775 -1.27981 0.1 -0.3 -0.4
H 0.20339 1.53873 0.81169 -0.1 0.2 -0.3
H 3.10598 0.67838 -2.07235 0.1 0.0 0.0
H 4.62905 0.07748 -1.38587 0.1 0.0 -0.1
H 4.09300 1.72742 -1.04912 0.1 0.0 0.0
H 4.70115 0.24633 1.35244 0.1 0.0 0.1
H 4.31672 -1.34921 0.70305 0.1 -0.1 0.0
H 3.30521 -0.65176 1.97788 0.0 0.0 0.0
H -3.11790 2.26317 -0.27159 -0.1 0.0 0.0
H -1.48692 2.20223 -0.94214 0.1 0.0 0.0
H -1.73573 2.37310 0.80364 0.1 0.1 0.0
H -2.27458 0.34643 2.20350 0.0 0.0 0.0
H -3.83312 0.46942 1.37941 -0.1 0.0 0.0
H -2.97038 -1.07312 1.42259 0.0 -0.1 0.0
H -2.99633 -1.28794 -1.06717 0.0 -0.1 0.0
H -2.41369 0.02832 -2.08654 0.0 0.0 -0.1
H -3.92228 0.21182 -1.18403 -0.1 0.0 0.0
H -0.45104 -3.48562 0.52587 0.0 -0.4 0.3
```
Forces are in eV/Å.

* strongest force on any atom: 8.85 eV Å⁻¹
* ⟨S²⟩: 2.016
* ΔE to the lowest compared entry with this formula, charge and spin: 0.000 eV
* total energy: -467.79562 hartree
* multiplicity: 3